# 1
Entry from OMol25: C4H5NO in the gas phase (ωB97M-V/def2-TZVPD).

Structure (XYZ):
```
11
Properties=species:S:1:pos:R:3:forces:R:3:lowdin_charge:R:1
N 2.57017 1.00157 -0.38702 -0.89 -0.84 0.10 0.145
C 1.76235 0.18388 -0.25207 0.62 0.76 -0.11 -0.217
C 0.75508 -0.86137 -0.03590 -0.01 -0.04 0.07 -0.114
C -0.65650 -0.37345 0.26719 0.11 -0.07 0.19 -0.306
C -1.14954 0.98240 0.02636 0.06 0.27 0.15 -0.104
O -1.50115 -0.09592 -0.82983 -0.11 -0.09 -0.22 -0.028
H 1.08082 -1.46394 0.81521 0.11 0.03 -0.08 0.122
H 0.73210 -1.52376 -0.90697 -0.02 0.10 0.07 0.131
H -1.13871 -0.94452 1.06175 0.04 0.06 -0.14 0.143
H -1.94892 1.35810 0.66264 0.06 -0.02 -0.14 0.113
H -0.50569 1.73701 -0.42135 0.02 -0.16 0.10 0.115
```
Forces are in eV/Å.



# 2
Entry from OMol25: C4H5NO in the gas phase (ωB97M-V/def2-TZVPD).

Structure (XYZ):
```
11
Properties=species:S:1:pos:R:3:forces:R:3:lowdin_charge:R:1
C 2.26959 -1.09976 -0.04535 -0.24 0.96 -0.29 0.093
C 1.40306 -0.24826 0.07987 1.06 -0.87 -0.53 -0.104
C 0.36719 0.84213 0.07206 0.38 -1.41 -0.07 -0.209
N -0.90442 0.42330 -0.50786 -0.76 -0.65 -1.22 0.013
C -1.87948 -0.19268 0.25218 -1.21 -2.46 -0.75 -0.312
O -2.78591 -1.00088 -0.08363 2.79 2.92 0.26 -0.014
H 3.14799 -1.73965 -0.27969 -1.42 0.75 0.55 0.049
H 0.16505 1.13615 1.06791 -0.24 0.18 1.26 0.096
H 0.81026 1.73181 -0.35786 -0.22 0.06 -0.65 0.118
H -0.89428 0.12796 -1.49152 0.06 0.24 0.62 0.152
H -1.69904 0.01987 1.29389 -0.21 0.28 0.82 0.119
```
Forces are in eV/Å.



# 3
Entry from OMol25: C4H5NO in the gas phase (ωB97M-V/def2-TZVPD).

Structure (XYZ):
```
11
Properties=species:S:1:pos:R:3:forces:R:3:lowdin_charge:R:1
N 3.15850 -0.31857 -0.22264 -3.18 0.51 0.39 0.133
C 2.02957 -0.05809 -0.02052 3.69 -0.83 -0.47 -0.236
C 0.71321 0.41665 0.35093 -0.22 0.09 0.21 -0.177
C -0.44161 -0.58207 0.06458 0.13 0.11 -0.11 -0.139
C -1.68362 0.14235 -0.40336 0.06 0.44 -0.06 -0.256
O -1.72301 1.34031 -0.54058 -0.20 -0.41 0.01 0.050
H 0.81910 0.69921 1.40271 -0.40 -0.16 0.01 0.129
H 0.58881 1.37546 -0.17447 -0.40 -0.41 0.00 0.123
H -0.14377 -1.28792 -0.72090 -0.07 0.17 -0.06 0.122
H -0.73904 -1.24843 0.89332 0.35 0.46 0.00 0.126
H -2.57814 -0.47889 -0.62908 0.24 0.04 0.08 0.126
```
Forces are in eV/Å.



Which energy belongs to each record? In order, -285.354336; -285.332589; -285.385324 a.u..
Which energy above the lowest of the compared OMol25 structures with the same formula, charge and spin belongs to each record? In order, 158.2; 215.3; 76.8 kJ/mol.
Which frontier orbital gap belongs to each record? In order, 11.64; 10.95; 11.24 eV.